Record 1
Formula: C26H34OPdSSi2Te
Source: the OMol25 dataset
Level of theory: wB97M-V/def2-TZVPD

Last column: Löwdin charge in e.
Cartesian coordinates (Å):
Pd1 1.3587 -0.2017 -1.0017  -0.0919
C1 -2.2877 0.7902 -2.3444  -0.2733
Si1 -0.3545 0.8167 -2.2623  0.4678
C2 0.0183 1.1695 -4.1298  -0.2860
C3 -0.0249 2.6305 -1.5759  -0.3121
C4 -0.9231 3.6446 -1.9507  -0.1455
C5 -0.7890 4.9657 -1.5340  -0.1422
C6 0.2827 5.3090 -0.7173  -0.1411
C7 1.1878 4.3206 -0.3392  -0.1424
C8 1.0665 2.9777 -0.7375  -0.3106
Si2 2.4360 1.6970 -0.1048  0.4167
C9 3.9767 2.5811 -0.8543  -0.2882
C10 2.6004 2.2430 1.7385  -0.2983
H1 -2.6480 1.2265 -3.2883  -0.0002
H2 -2.7377 1.3439 -1.5110  -0.0073
H3 -2.6634 -0.2383 -2.2880  -0.0030
H4 -0.4000 2.1395 -4.4385  -0.0035
H5 -0.4222 0.3902 -4.7684  -0.0081
H6 1.0986 1.1874 -4.3142  -0.0035
H7 -1.7669 3.3913 -2.5918  0.0786
H8 -1.5109 5.7166 -1.8444  0.0744
H9 0.4128 6.3349 -0.3816  0.0743
H10 2.0216 4.6099 0.2982  0.0696
H11 4.0767 3.6116 -0.4804  -0.0068
H12 3.8880 2.6218 -1.9461  0.0018
H13 4.8996 2.0356 -0.6153  -0.0055
H14 2.9180 3.2902 1.8482  -0.0080
H15 3.3412 1.6098 2.2438  -0.0024
H16 1.6498 2.1137 2.2693  -0.0135
O1 4.0061 -1.9453 -2.0735  -0.5772
S1 3.2910 -3.1487 -2.5997  0.8455
C11 3.2638 -4.4033 -1.2564  -0.3429
C12 2.0112 -4.1119 -0.4428  -0.2711
C13 0.9226 -3.9185 -1.4916  -0.2685
C14 1.4890 -2.8682 -2.4413  -0.3620
H17 4.2018 -4.2894 -0.7136  0.0809
H18 3.2210 -5.3856 -1.7406  0.0733
H19 2.1536 -3.1681 0.0892  0.0700
H20 1.7780 -4.8847 0.2943  0.1064
H21 -0.0064 -3.5562 -1.0452  0.0853
H22 0.7206 -4.8670 -2.0029  0.0993
H23 1.2887 -1.8391 -1.9747  -0.0253
H24 1.0477 -2.8609 -3.4365  0.0741
Te1 0.1633 -0.9652 1.2520  1.1895
C15 -1.6649 0.0965 1.0471  -0.5185
C16 -1.6696 1.4862 1.1261  -0.1409
C17 -2.8697 2.1892 1.1081  -0.1009
C18 -4.0785 1.5124 1.0052  -0.1259
C19 -4.0798 0.1261 0.8851  -0.1153
C20 -2.8802 -0.5753 0.9068  -0.1480
C21 -0.8471 -2.1259 2.9234  -0.4630
C22 -1.5155 -3.3374 2.7501  -0.1644
C23 -2.0875 -4.0159 3.8241  -0.1258
C24 -1.9855 -3.4966 5.1096  -0.1373
C25 -1.2952 -2.3058 5.3098  -0.1226
C26 -0.7327 -1.6348 4.2262  -0.1580
H25 -0.7312 2.0238 1.1728  0.0850
H26 -2.8555 3.2710 1.1758  0.0986
H27 -5.0136 2.0618 1.0098  0.0846
H28 -5.0150 -0.4097 0.7588  0.0876
H29 -2.8838 -1.6541 0.8066  0.0848
H30 -1.5978 -3.7614 1.7518  0.0820
H31 -2.6144 -4.9506 3.6612  0.0840
H32 -2.4424 -4.0120 5.9472  0.0812
H33 -1.1972 -1.9020 6.3120  0.0849
H34 -0.1995 -0.7021 4.3876  0.0809

Output
Charge: -2
Frontier orbital gap in eV: 3.3711
Spin multiplicity: 1
Relative energy (zero: lowest compared OMol25 entry of this formula, charge and spin) in kJ/mol: 148.2
F_max in Eh/bohr: 0.017
Lowest unoccupied orbital energy in eV: 4.276


Record 2
Formula: C26H35BFeNO7
Source: the OMol25 dataset
Level of theory: wB97M-V/def2-TZVPD

Last column: Löwdin spin population.
Cartesian coordinates (Å):
Fe1 0.2057 -1.6028 1.7616  3.8874
O1 -0.0938 -5.1337 3.8557  0.0048
C1 -0.0980 -3.8217 3.6759  0.0106
O2 -0.7609 -3.2895 2.8067  0.0448
C2 0.7451 -3.0987 4.6919  0.0005
O3 0.7979 -1.7288 4.4108  0.0112
C3 2.1304 -1.2308 4.2500  0.0015
C4 2.8306 -1.7889 3.0042  0.0115
O4 4.0421 -1.7454 2.9518  0.0131
O5 2.0382 -2.2462 2.0880  0.0950
H1 -0.6630 -5.5353 3.1779  0.0001
H2 0.2592 -3.2635 5.6608  0.0001
H3 1.7308 -3.5685 4.7362  0.0003
H4 2.0337 -0.1504 4.1452  0.0004
H5 2.7337 -1.4460 5.1335  -0.0001
C5 -2.7846 -0.7485 -6.9080  0.0000
C6 -2.0822 0.0419 -5.8040  0.0000
C7 -0.7135 0.4895 -6.3357  0.0000
C8 -2.9326 1.2794 -5.4876  0.0000
C9 -1.8861 -0.7823 -4.5294  0.0001
C10 -2.3058 -2.1073 -4.4253  0.0004
C11 -2.1272 -2.8637 -3.2653  0.0005
C12 -1.5121 -2.2457 -2.2050  0.0044
O6 -1.2078 -2.7359 -0.9633  0.0185
B1 -0.5809 -1.7002 -0.2486  0.0690
O7 -0.5126 -0.5673 -1.1026  0.0083
C13 -1.0872 -0.9284 -2.2899  0.0021
C14 -1.2576 -0.1799 -3.4302  0.0003
H6 -2.9007 -0.1160 -7.7899  0.0000
H7 -3.7794 -1.0757 -6.6003  0.0000
H8 -2.2088 -1.6275 -7.2030  0.0000
H9 -0.8357 1.0838 -7.2442  0.0000
H10 -0.0895 -0.3744 -6.5712  0.0000
H11 -0.1796 1.0990 -5.6060  0.0000
H12 -3.0772 1.8796 -6.3889  0.0000
H13 -2.4571 1.9125 -4.7376  0.0000
H14 -3.9135 0.9884 -5.1076  0.0000
H15 -2.7914 -2.5814 -5.2656  0.0000
H16 -2.4603 -3.8910 -3.2062  0.0000
H17 -0.9140 0.8457 -3.4611  0.0000
C15 4.4895 0.6870 -0.0598  -0.0055
C16 3.3675 1.3840 0.6567  -0.0047
C17 3.4283 2.7371 0.9702  0.0994
C18 2.3825 3.3692 1.6424  -0.0026
C19 2.4559 4.8390 1.9603  -0.0047
C20 1.2761 2.6332 2.0241  0.0807
C21 1.1799 1.2501 1.7466  0.0172
C22 2.2450 0.6680 1.0309  0.0982
N1 0.1618 0.4097 2.1198  0.4326
C23 -1.0962 0.9081 2.7158  0.0325
C24 -0.8754 1.4241 4.1450  0.0192
C25 -2.0425 -0.2907 2.8452  0.0142
C26 -1.7704 1.9259 1.7881  0.0135
H18 5.3092 1.3722 -0.2724  0.0001
H19 4.1429 0.2662 -1.0050  -0.0017
H20 4.8707 -0.1374 0.5454  -0.0017
H21 4.2995 3.3152 0.6831  0.0058
H22 3.3811 5.2759 1.5873  0.0001
H23 2.4146 5.0107 3.0373  -0.0016
H24 1.6230 5.3803 1.5086  -0.0015
H25 0.4855 3.1432 2.5484  0.0039
H26 2.1932 -0.3785 0.7577  0.0078
H27 -0.4032 0.6422 4.7432  0.0002
H28 -1.8456 1.6474 4.5932  0.0020
H29 -0.2655 2.3187 4.2126  0.0006
H30 -1.6358 -1.0409 3.5281  0.0010
H31 -2.2403 -0.7456 1.8700  0.0062
H32 -3.0017 0.0342 3.2482  0.0019
H33 -1.2269 2.8629 1.6961  0.0009
H34 -2.7684 2.1520 2.1677  0.0013
H35 -1.8689 1.4921 0.7915  -0.0002

Output
Frontier orbital gap (alpha / beta) in eV: 8.0715 / 6.3453
<S²>: 8.79
Spin multiplicity: 6
Relative energy (zero: lowest compared OMol25 entry of this formula, charge and spin) in kJ/mol: 0.0
F_max in Eh/bohr: 0.013
Lowest unoccupied orbital energy (alpha / beta) in eV: 0.282 / -1.381


What are the E_tot values for these records? In order: -2459.3881, -2881.8275 hartree.